1.
{"formula": "C8H7BrN2O", "method": "the ωB97M-V functional and the def2-TZVPD basis", "elements": ["C", "C", "C", "C", "C", "C", "C", "C", "N", "N", "O", "Br", "H", "H", "H", "H", "H", "H", "H"], "positions_angstrom": [[-1.518, -2.124, -0.047], [-0.849, 1.566, -0.192], [-0.392, -2.893, 0.150], [-1.052, -0.840, -0.248], [-1.606, 0.428, -0.258], [0.552, 1.477, -0.097], [0.346, -0.936, -0.190], [1.435, 2.624, 0.137], [0.713, -2.230, 0.046], [1.150, 0.232, -0.133], [2.416, 0.085, 0.051], [-3.527, 0.598, -0.159], [-2.477, -2.592, -0.056], [-1.452, 2.502, -0.258], [-0.418, -3.891, 0.558], [1.494, 3.303, -0.634], [1.121, 3.179, 0.943], [2.433, 2.103, 0.381], [1.632, -2.591, 0.007]], "lowdin_spin": [0.033, 0.036, 0.062, 0.063, 0.354, 0.273, 0.065, 0.041, 0.040, 0.384, 0.560, 0.066, 0.001, -0.004, 0.004, 0.012, 0.010, -0.001, 0.001], "homo_lumo_gap_ev": [6.25, 6.58], "charge": 0, "de_lowest_ev": 0.5805, "multiplicity": 3}

***

2.
{"formula": "C8H7ClNO5", "method": "the ωB97M-V functional and the def2-TZVPD basis", "elements": ["N", "C", "C", "O", "Cl", "H", "H", "H", "H", "H", "C", "C", "C", "O", "C", "C", "C", "O", "O", "O", "H", "H"], "positions_angstrom": [[0.233, -1.894, 3.180], [1.377, -1.784, 2.232], [2.095, -0.387, 2.310], [1.719, 0.510, 1.709], [3.582, -0.238, 3.354], [0.493, -1.755, 4.168], [-0.173, -2.838, 3.100], [-0.544, -1.239, 2.964], [1.014, -1.984, 1.189], [2.174, -2.540, 2.463], [-1.262, 0.981, -3.578], [-1.666, -0.068, -2.775], [-1.410, 0.163, -1.276], [-1.770, -0.636, -0.382], [-0.710, 1.363, -0.878], [-0.288, 2.412, -1.678], [-0.639, 2.233, -3.168], [-0.414, 3.091, -4.025], [0.321, 3.446, -1.324], [-2.204, -1.149, -3.128], [-1.414, 0.909, -4.651], [-0.515, 1.402, 0.191]], "mulliken_charge": [-0.360, -0.480, 0.297, -0.197, -0.191, 0.374, 0.379, 0.387, 0.347, 0.358, -0.723, 0.409, 0.555, -0.797, -0.600, 0.376, 0.576, -0.729, -0.782, -0.802, 0.356, 0.247], "homo_lumo_gap_ev": 1.71, "charge": -1, "multiplicity": 1}

***

3.
{"formula": "C8H7CrN2O4S", "method": "the ωB97M-V functional and the def2-TZVPD basis", "elements": ["Cr", "O", "N", "C", "C", "C", "C", "C", "S", "H", "H", "H", "H", "O", "C", "N", "C", "O", "C", "O", "H", "H", "H"], "positions_angstrom": [[1.113, -0.446, 0.802], [1.004, 0.157, -1.083], [-0.054, 0.526, -1.828], [0.206, 0.811, -3.169], [-0.807, 1.189, -4.009], [-2.119, 1.279, -3.540], [-2.355, 0.965, -2.163], [-1.335, 0.597, -1.309], [-1.584, 0.232, 0.367], [1.245, 0.715, -3.444], [-0.570, 1.417, -5.043], [-2.931, 1.593, -4.185], [-3.355, 1.018, -1.754], [1.395, -4.613, 2.053], [1.374, -3.445, 1.751], [1.363, -2.300, 1.462], [0.600, -0.417, 4.150], [1.472, 0.615, 3.733], [1.742, 0.630, 2.350], [2.493, 1.537, 2.039], [0.585, -0.403, 5.242], [0.939, -1.395, 3.801], [-0.418, -0.261, 3.777]], "lowdin_spin": [3.717, 0.084, 0.237, 0.180, 0.040, 0.235, 0.144, 0.056, 0.063, 0.025, -0.005, 0.022, 0.007, 0.037, 0.041, 0.027, 0.005, -0.004, 0.024, 0.063, 0.000, 0.002, 0.002], "homo_lumo_gap_ev": [3.78, 6.38], "charge": -2, "multiplicity": 6}

***

4.
{"formula": "C8H7F3N2", "method": "the ωB97M-V functional and the def2-TZVPD basis", "elements": ["C", "C", "C", "C", "C", "C", "C", "C", "N", "N", "F", "F", "F", "H", "H", "H", "H", "H", "H", "H"], "positions_angstrom": [[-0.217, 1.799, -2.243], [-0.317, 0.410, -2.354], [0.140, 2.250, -0.987], [-0.396, -0.485, -1.356], [-0.048, 1.452, 0.134], [-0.341, 0.106, -0.119], [-0.556, -0.747, 0.997], [1.637, -1.158, 1.529], [-1.311, -1.899, 1.238], [-1.353, -0.773, 2.175], [2.397, -0.044, 1.504], [1.339, -1.538, 2.791], [2.163, -2.091, 0.770], [-0.202, 2.301, -3.159], [-0.456, 0.085, -3.316], [0.479, 3.335, -0.866], [-0.272, -1.543, -1.528], [0.355, 1.693, 1.125], [-2.258, -1.993, 0.711], [-0.782, -1.160, 2.954]], "mulliken_charge": [-0.628, -0.450, -0.471, -0.484, -0.382, 0.593, 0.236, 0.743, -0.470, -0.466, -0.238, -0.283, -0.226, 0.425, 0.442, 0.276, 0.379, 0.348, 0.297, 0.361], "homo_lumo_gap_ev": [8.40, 8.39], "charge": 0, "de_lowest_ev": 3.9262, "multiplicity": 1}

***

5.
{"formula": "C8H7MoO6", "method": "the ωB97M-V functional and the def2-TZVPD basis", "elements": ["O", "C", "Mo", "O", "C", "C", "O", "C", "O", "C", "O", "H", "C", "C", "C", "O", "H", "H", "H", "H", "H", "H"], "positions_angstrom": [[-5.558, 2.434, -2.251], [-4.497, 2.120, -1.968], [0.067, 0.665, -0.534], [-1.536, -1.894, 0.346], [-0.894, -0.958, 0.060], [3.089, -0.576, 0.894], [3.770, -0.749, 1.798], [0.009, 2.463, 0.318], [-0.075, 3.536, 0.780], [1.149, 0.518, -2.177], [1.748, 0.445, -3.183], [-1.164, 1.068, -1.177], [1.287, -4.282, 1.877], [1.128, -2.853, 2.318], [0.569, -2.699, 3.706], [1.402, -1.876, 1.589], [2.055, -4.774, 2.485], [1.580, -4.311, 0.823], [0.344, -4.817, 2.015], [0.395, -1.642, 3.927], [-0.376, -3.253, 3.785], [1.271, -3.117, 4.439]], "lowdin_spin": [0.000, 0.000, 0.832, -0.011, -0.011, 0.005, 0.004, 0.024, 0.049, 0.036, 0.076, -0.001, 0.094, 0.121, 0.098, 0.667, 0.004, 0.000, 0.004, 0.000, 0.004, 0.005], "homo_lumo_gap_ev": [4.31, 4.30], "charge": 3, "de_lowest_ev": 3.8022, "multiplicity": 3}

***

6.
{"formula": "C8H7N2O5W", "method": "the ωB97M-V functional and the def2-TZVPD basis", "elements": ["O", "C", "W", "O", "C", "C", "O", "C", "O", "C", "O", "H", "C", "N", "C", "C", "N", "H", "H", "H", "H", "H", "H"], "positions_angstrom": [[1.182, 4.094, -3.796], [1.199, 3.398, -2.888], [0.182, 1.222, -1.319], [-1.206, 2.082, -4.030], [-0.679, 1.781, -3.029], [2.012, 2.139, -0.277], [2.285, 1.556, 0.764], [-0.636, 2.734, -0.190], [-1.203, 3.556, 0.431], [1.769, 0.253, -2.193], [2.587, -0.370, -2.731], [2.664, 3.033, -0.590], [-0.137, -3.359, 1.561], [-0.850, -2.056, 1.585], [-1.911, -1.926, 2.621], [-0.560, -1.101, 0.769], [-0.284, -0.269, -0.025], [-0.503, -3.980, 2.382], [0.938, -3.200, 1.683], [-0.320, -3.884, 0.618], [-1.706, -1.068, 3.269], [-2.897, -1.799, 2.160], [-1.927, -2.837, 3.227]], "lowdin_spin": [0.001, -0.013, 1.515, 0.140, 0.076, -0.087, -0.087, 0.064, 0.116, 0.069, 0.109, -0.027, 0.005, 0.007, 0.005, 0.075, 0.032, 0.001, 0.000, 0.000, 0.000, 0.000, 0.001], "homo_lumo_gap_ev": [6.00, 4.99], "charge": 3, "multiplicity": 3}

***

7.
{"formula": "C8H7N3", "method": "the ωB97M-V functional and the def2-TZVPD basis", "elements": ["C", "C", "C", "C", "C", "C", "C", "C", "H", "H", "H", "H", "H", "H", "H", "N", "N", "N"], "positions_angstrom": [[2.539, 1.097, 0.289], [3.061, -0.217, -0.062], [2.216, -1.193, -0.423], [0.360, 0.051, -0.205], [1.156, 1.177, 0.225], [-1.065, 0.210, -0.155], [-3.091, -0.547, 0.375], [-3.198, 0.463, -0.484], [3.032, 2.167, 0.716], [4.221, -0.207, -0.268], [2.534, -2.382, -0.788], [0.675, 1.978, 0.511], [-1.486, -1.427, 1.068], [-4.082, -1.375, 0.815], [-4.073, 1.052, -0.870], [0.877, -1.045, -0.500], [-1.792, -0.717, 0.596], [-1.882, 0.916, -0.839]], "mulliken_charge": [-0.248, -0.339, -0.125, 0.707, -0.622, 0.215, 0.021, -0.476, 0.213, 0.263, 0.240, 0.547, 0.066, 0.219, 0.350, -0.500, 0.025, -0.555], "homo_lumo_gap_ev": 9.65, "charge": 0, "de_lowest_ev": 3.5840, "multiplicity": 1}

***

8.
{"formula": "C8H7N3O2", "method": "the ωB97M-V functional and the def2-TZVPD basis", "elements": ["C", "C", "C", "C", "C", "C", "C", "C", "N", "N", "N", "O", "O", "H", "H", "H", "H", "H", "H", "H"], "positions_angstrom": [[-1.834, -1.428, 1.846], [-0.263, 0.908, -1.877], [-1.393, 1.253, -1.012], [0.826, 0.401, -1.354], [-1.409, 0.708, 0.205], [1.069, 0.527, 0.083], [-0.225, 0.086, 0.716], [-0.465, -1.065, 1.482], [-2.869, -1.749, 2.230], [0.421, -1.911, 2.117], [1.641, 2.091, 0.324], [1.615, 2.868, -0.555], [2.166, 2.240, 1.363], [-0.502, 1.113, -3.034], [-2.210, 1.659, -1.641], [1.802, 0.068, -1.960], [-2.198, 1.042, 0.896], [1.992, 0.154, 0.472], [1.474, -1.981, 2.126], [-0.044, -2.723, 2.432]], "mulliken_charge": [-0.080, 0.107, -0.519, -0.795, -0.719, 0.023, 0.412, 0.580, -0.425, -0.464, 0.970, -0.558, -0.627, 0.248, 0.345, 0.209, 0.373, 0.465, 0.231, 0.224], "homo_lumo_gap_ev": [7.99, 7.99], "charge": 0, "de_lowest_ev": 4.7318, "multiplicity": 1, "smiles": "N#C/C(N)=C1\\C=CC=C[C@H]1[N+](=O)[O-]"}

***

9.
{"formula": "C8H7N3O2", "method": "the ωB97M-V functional and the def2-TZVPD basis", "elements": ["C", "C", "C", "C", "C", "C", "C", "C", "N", "N", "N", "O", "O", "H", "H", "H", "H", "H", "H", "H"], "positions_angstrom": [[-2.473, 0.734, -1.246], [-3.105, -0.135, -0.392], [-1.179, 1.179, -1.152], [-2.384, -0.670, 0.681], [-0.452, 0.497, -0.185], [-1.011, -0.463, 0.720], [3.327, -2.408, 1.702], [0.818, 0.326, 0.292], [-0.092, -0.896, 1.610], [1.102, -0.314, 1.331], [2.349, 1.249, -0.812], [3.640, -1.506, 1.049], [2.864, -3.264, 2.319], [-3.049, 1.265, -2.067], [-4.217, -0.192, -0.654], [-0.672, 1.858, -1.806], [-3.083, -1.250, 1.459], [3.194, 0.762, -0.563], [2.384, 2.199, -0.563], [2.039, 1.029, -1.724]], "mulliken_charge": [-0.210, -0.327, -0.874, -0.276, 1.358, 0.128, 0.732, -0.095, -0.783, -0.256, -0.587, -0.393, -0.355, 0.233, 0.276, 0.351, 0.231, 0.275, 0.279, 0.293], "homo_lumo_gap_ev": 7.56, "charge": 0, "de_lowest_ev": 2.3053, "multiplicity": 1}

***

10.
{"formula": "C8H7NO", "method": "the ωB97M-V functional and the def2-TZVPD basis", "elements": ["C", "C", "C", "C", "C", "C", "C", "C", "N", "O", "H", "H", "H", "H", "H", "H", "H"], "positions_angstrom": [[2.428, 0.569, -0.479], [1.528, 1.619, -0.272], [2.090, -0.817, -0.383], [0.244, 1.288, 0.112], [0.797, -1.051, 0.020], [-0.154, -0.036, 0.287], [-2.781, 0.211, -0.050], [-1.592, -0.395, 0.597], [-2.408, -1.054, -0.416], [-3.510, 1.125, -0.182], [3.480, 0.826, -0.775], [1.700, 2.648, -0.362], [2.779, -1.593, -0.180], [-0.593, 1.944, 0.185], [0.688, -2.098, 0.358], [-1.813, -1.147, 2.122], [-2.885, -2.041, -0.582]], "mulliken_charge": [-0.159, -0.728, -0.708, -0.132, 0.027, 0.231, 0.460, -0.341, -0.340, -0.493, 0.276, 0.423, 0.334, 0.384, 0.278, 0.193, 0.294], "homo_lumo_gap_ev": 9.17, "charge": 0, "de_lowest_ev": 3.8986, "multiplicity": 1}

***

11.
{"formula": "C8H7NO2S", "method": "the ωB97M-V functional and the def2-TZVPD basis", "elements": ["C", "C", "C", "C", "C", "C", "C", "C", "N", "O", "O", "S", "H", "H", "H", "H", "H", "H", "H"], "positions_angstrom": [[2.788, -0.085, 0.592], [1.972, 0.971, 0.963], [2.242, -1.207, -0.009], [0.611, 0.915, 0.726], [0.880, -1.273, -0.245], [0.066, -0.209, 0.117], [-1.957, 0.676, -1.220], [-1.395, -0.274, -0.158], [-2.326, -0.449, 0.895], [-3.349, 0.677, -1.079], [-2.049, -1.492, -0.065], [-3.752, 0.399, 0.538], [3.850, -0.036, 0.778], [2.397, 1.841, 1.442], [2.876, -2.033, -0.293], [-0.031, 1.730, 1.026], [0.436, -2.144, -0.702], [-1.526, 1.676, -1.075], [-1.734, 0.317, -2.228]], "mulliken_charge": [-0.394, -0.592, -0.586, -0.337, -0.290, 0.061, -0.235, 0.813, -0.314, -0.358, -0.417, 0.096, 0.385, 0.384, 0.383, 0.444, 0.395, 0.302, 0.261], "homo_lumo_gap_ev": 9.65, "charge": 0, "de_lowest_ev": 1.6710, "multiplicity": 1, "smiles": "c1ccc([C@]23COSN2O3)cc1"}

***

12.
{"formula": "C8H7NO3", "method": "the ωB97M-V functional and the def2-TZVPD basis", "elements": ["C", "C", "C", "C", "C", "C", "C", "C", "N", "O", "O", "O", "H", "H", "H", "H", "H", "H", "H"], "positions_angstrom": [[1.834, -1.104, 0.012], [1.374, -0.587, -1.195], [1.213, -0.689, 1.188], [0.178, 0.157, -1.157], [-0.025, 0.021, 1.174], [-0.573, 0.455, 0.001], [-1.683, 2.762, -0.153], [-1.860, 1.164, -0.074], [-4.934, -1.184, 0.037], [-1.460, 3.385, 0.907], [-4.867, -2.438, 0.212], [-1.919, 3.266, -1.283], [2.734, -1.716, 0.100], [1.938, -0.932, -2.064], [1.487, -1.104, 2.201], [-0.021, 0.630, -2.068], [-0.499, 0.619, 2.006], [-2.577, 0.691, -0.804], [-2.363, 1.146, 0.925]], "mulliken_charge": [-0.287, -0.551, -0.566, -0.150, -0.127, 0.301, 0.604, -0.964, -0.363, -0.741, -0.557, -0.749, 0.331, 0.294, 0.236, 0.381, 0.247, 0.377, 0.283], "homo_lumo_gap_ev": [3.22, 3.22], "charge": -2, "de_lowest_ev": 0.0809, "multiplicity": 1}